Entry 1:
C38H55NO2SSbSiSn as an isolated structure. Source: the OMol25 dataset; level of theory: ωB97M-V/def2-TZVPD.

Structure (XYZ):
```
100
Properties=species:S:1:pos:R:3:mulliken_charge:R:1
Sn 0.02 -1.79 0.96 0.78
C 0.99 -3.46 -0.97 -1.04
Si -0.32 -1.90 -2.66 1.31
C -2.16 -1.61 -2.15 -0.80
N -2.21 -0.79 -0.92 0.71
C -3.36 -1.01 -0.04 -0.25
C -4.49 0.02 -0.22 -0.53
C -4.52 0.53 -1.66 -0.81
C -3.20 1.25 -1.98 -0.90
C -2.04 0.63 -1.18 2.06
C -0.23 -0.34 -3.88 0.05
C -1.11 -0.29 -4.96 -0.28
C -1.19 0.81 -5.81 -0.85
C -0.39 1.92 -5.59 -0.48
C 0.51 1.90 -4.53 -0.66
C 0.59 0.78 -3.70 -0.38
C -0.14 -3.22 -4.04 0.05
C 0.62 -2.97 -5.19 -0.13
C 0.78 -3.93 -6.18 -0.78
C 0.16 -5.17 -6.06 -0.47
C -0.61 -5.44 -4.93 -0.80
C -0.74 -4.48 -3.94 -0.27
H 1.06 -4.13 -0.10 0.55
H 1.58 -3.91 -1.79 0.24
H -2.60 -2.58 -1.93 0.69
H -2.74 -1.16 -2.96 0.19
H -3.01 -1.00 1.00 -0.45
H -3.73 -2.02 -0.23 0.52
H -4.34 0.87 0.46 0.12
H -5.45 -0.43 0.06 0.52
H -5.37 1.20 -1.82 0.56
H -4.65 -0.32 -2.33 0.21
H -3.28 2.32 -1.72 0.49
H -2.99 1.21 -3.05 0.12
H -1.97 1.12 -0.20 -1.73
H -1.09 0.80 -1.69 -0.22
H -1.74 -1.14 -5.17 0.38
H -1.89 0.80 -6.64 0.37
H -0.45 2.79 -6.23 0.34
H 1.15 2.75 -4.34 0.40
H 1.29 0.78 -2.87 0.32
H 1.09 -2.01 -5.31 0.36
H 1.38 -3.71 -7.05 0.39
H 0.27 -5.91 -6.84 0.35
H -1.09 -6.40 -4.83 0.38
H -1.30 -4.71 -3.04 0.35
O 1.11 -1.36 -1.90 -0.46
C 1.47 -2.03 -0.71 0.36
O -0.34 -3.24 -1.35 -0.73
C 2.90 -1.91 -0.36 -0.09
C 3.86 -1.60 -1.32 -0.49
C 5.21 -1.55 -1.00 -0.87
C 5.61 -1.81 0.30 -0.63
C 4.67 -2.11 1.28 -0.69
C 3.31 -2.14 0.97 0.76
S 2.13 -2.42 2.26 -0.52
H 3.52 -1.40 -2.33 0.50
H 5.94 -1.30 -1.76 0.40
H 6.67 -1.77 0.57 0.36
H 4.98 -2.29 2.30 0.39
C 3.09 2.28 2.19 -1.83
C 2.29 1.97 3.46 1.66
C 2.95 0.76 4.14 -1.93
C 2.37 3.16 4.40 -1.71
Sb 0.30 1.31 2.76 1.08
C -0.68 0.57 4.60 1.83
C -2.18 0.40 4.33 -2.04
C -0.48 1.44 5.84 -1.62
C -0.10 -0.82 4.84 -1.57
C -0.74 3.20 2.23 1.83
C -0.28 3.52 0.80 -1.56
C -2.24 2.95 2.20 -1.92
C -0.47 4.42 3.11 -1.74
H 4.13 2.50 2.45 0.47
H 2.70 3.15 1.66 0.34
H 3.09 1.43 1.50 0.28
H 4.02 0.98 4.28 0.56
H 2.86 -0.15 3.55 0.21
H 2.53 0.58 5.13 0.24
H 3.41 3.26 4.76 0.51
H 1.73 3.06 5.28 0.19
H 2.12 4.10 3.91 0.31
H -2.72 1.34 4.38 0.34
H -2.60 -0.26 5.10 0.56
H -2.37 -0.07 3.36 0.33
H -0.81 2.46 5.68 0.21
H 0.57 1.46 6.15 0.29
H -1.06 1.02 6.67 0.47
H -0.33 -1.49 4.00 0.16
H -0.56 -1.25 5.74 0.49
H 0.98 -0.83 4.98 0.27
H -0.53 2.72 0.11 0.13
H 0.80 3.67 0.74 0.27
H -0.77 4.43 0.46 0.48
H -2.50 2.00 1.73 0.17
H -2.73 3.74 1.62 0.56
H -2.68 2.96 3.20 0.36
H 0.54 4.80 2.98 0.36
H -0.63 4.22 4.17 0.22
H -1.16 5.23 2.82 0.45
```

Net charge ... -1
HOMO-LUMO gap ... 6.7 eV
E ... -2828.5447 Ha
HOMO ... -0.160 Eh



Entry 2:
C38H56CdClI2N4O8P2 as an isolated structure. Source: the OMol25 dataset; level of theory: ωB97M-V/def2-TZVPD.

Structure (XYZ):
```
112
Properties=species:S:1:pos:R:3:mulliken_charge:R:1
Cd -0.27 -0.16 -0.86 1.49
I 0.76 -3.70 -4.60 0.05
C -0.16 -3.94 -2.75 -0.17
C -0.51 -5.24 -2.33 -0.39
C -1.16 -5.45 -1.14 -0.40
I -1.62 -7.41 -0.58 0.08
C -1.50 -4.35 -0.32 1.20
C -2.24 -4.43 0.88 -0.59
C -2.58 -3.31 1.58 -1.13
C -2.13 -2.07 1.11 -0.23
N -1.41 -1.95 0.01 -0.53
C -1.11 -3.05 -0.73 0.17
C -0.41 -2.81 -1.98 0.62
O -0.08 -1.60 -2.37 -1.07
H -0.27 -6.08 -2.96 0.34
H -2.56 -5.41 1.23 0.20
H -3.17 -3.36 2.48 0.54
H -2.38 -1.15 1.63 0.56
C 4.01 -1.44 -2.55 -0.95
C 3.58 -0.09 -3.06 0.64
C 3.14 -0.09 -4.51 -1.35
O 2.42 0.31 -2.24 -0.37
P 2.25 1.69 -1.54 0.55
O 0.87 1.80 -0.97 -1.00
C 3.50 1.82 -0.23 -0.32
P 3.25 0.59 1.09 0.68
O 2.44 -0.57 0.69 -0.89
O 4.66 0.13 1.58 -0.38
C 5.70 1.05 2.04 0.81
C 6.01 0.70 3.48 -1.43
C 6.90 0.88 1.13 -1.43
O 2.67 1.55 2.22 0.00
C 1.70 1.46 3.30 0.16
C 0.35 1.85 2.66 0.11
C 2.25 2.37 4.38 -1.63
O 2.63 2.74 -2.64 -0.32
C 2.57 4.21 -2.62 0.46
C 3.96 4.73 -2.36 -1.25
C 1.54 4.75 -1.65 -1.23
H 4.90 -1.77 -3.10 0.43
H 3.21 -2.17 -2.70 0.06
H 4.24 -1.40 -1.49 0.22
H 4.37 0.65 -2.92 0.31
H 2.28 -0.75 -4.62 0.16
H 3.95 -0.44 -5.14 0.43
H 2.85 0.92 -4.82 0.30
H 3.45 2.82 0.20 0.65
H 4.49 1.68 -0.68 0.36
H 5.32 2.07 1.98 0.26
H 6.36 -0.33 3.55 0.35
H 5.12 0.80 4.11 0.25
H 6.79 1.36 3.87 0.40
H 7.23 -0.16 1.14 0.33
H 7.72 1.51 1.47 0.41
H 6.66 1.16 0.10 0.29
H 1.66 0.43 3.67 0.22
H 0.51 2.78 2.11 0.43
H -1.23 1.14 3.76 -0.24
H 0.78 0.57 1.09 -0.36
H 2.09 3.42 4.12 0.33
H 3.32 2.20 4.47 0.37
H 1.80 2.18 5.35 0.57
H 2.28 4.45 -3.63 0.37
H 4.27 4.53 -1.33 0.20
H 3.98 5.81 -2.51 0.45
H 4.68 4.28 -3.04 0.34
H 1.82 4.54 -0.61 0.21
H 0.55 4.32 -1.83 0.31
H 1.47 5.83 -1.77 0.50
C -2.66 5.25 5.07 -2.12
C -3.18 3.89 5.57 2.56
C -4.30 3.41 4.64 -1.50
C -3.82 4.14 6.96 -1.94
C -2.01 2.85 5.70 1.68
O -1.20 3.20 6.85 -0.72
C -2.53 1.41 5.95 -1.77
C -2.96 0.48 4.79 0.25
C -4.05 -0.49 5.18 -0.53
C -5.33 -0.38 4.65 0.05
C -6.32 -1.30 4.98 -1.00
C -6.03 -2.33 5.84 0.38
Cl -7.25 -3.50 6.24 -0.20
C -4.76 -2.46 6.40 -0.97
C -3.78 -1.54 6.06 -0.26
C -0.87 2.94 4.64 -1.68
N -0.93 2.06 3.44 1.44
C -0.07 0.74 1.72 0.38
N -1.21 1.04 0.88 -0.50
C -1.97 2.00 1.35 -0.84
N -1.94 2.62 2.53 -0.74
H -3.40 6.02 5.28 0.50
H -2.50 5.24 3.99 0.32
H -1.73 5.53 5.58 0.34
H -5.02 4.23 4.51 0.60
H -4.84 2.56 5.07 0.26
H -3.92 3.14 3.66 0.14
H -4.75 4.69 6.82 0.48
H -3.18 4.75 7.60 0.58
H -4.08 3.21 7.48 0.28
H -1.78 3.33 7.61 0.61
H -3.37 1.49 6.63 0.42
H -1.74 0.92 6.52 0.33
H -2.11 -0.13 4.46 0.40
H -3.31 1.06 3.93 0.40
H -5.56 0.43 3.96 0.43
H -7.32 -1.21 4.56 0.41
H -4.55 -3.27 7.08 0.42
H -2.79 -1.64 6.50 0.44
H 0.00 2.64 5.20 0.09
H -0.73 3.95 4.27 0.34
H -0.22 -0.19 2.29 0.19
H -2.75 2.39 0.71 0.52
```

Net charge ... +1
Energy above the lowest of the compared OMol25 structures with the same formula, charge and spin ... 0.259 eV
HOMO-LUMO gap ... 7.4 eV
E ... -4208.5673 Ha
HOMO ... -0.346 Eh